(1)
{
  "formula": "C6H16N4",
  "method": "wB97M-V/def2-TZVPD",
  "homo_energy_ev": [-6.601, -6.600],
  "multiplicity": 1,
  "gap_ev": [6.30, 6.30],
  "elements": ["N", "N", "N", "N", "C", "C", "C", "C", "C", "C", "H", "H", "H", "H", "H", "H", "H", "H", "H", "H", "H", "H", "H", "H", "H", "H"],
  "positions_angstrom": [[-1.0467, -0.2932, -2.6962], [1.9618, 1.4989, 0.3203], [0.6466, -0.4901, -0.6934], [0.1771, 1.5385, 2.5421], [0.3893, 0.3564, 1.7111], [-1.1156, -0.4154, -1.4478], [1.2186, -1.7391, -0.2103], [-1.9974, -1.2945, -0.6064], [0.7617, 0.7902, 0.2859], [-0.2248, 1.7298, -0.3282], [-1.7331, -2.3441, -0.7568], [2.2372, -1.5712, 0.1593], [0.9987, 2.1298, 2.4500], [0.0766, 1.2767, 3.5149], [-1.0660, 0.8945, -0.7954], [2.2606, 1.7478, -0.6242], [1.2549, -2.4716, -1.0202], [-0.6723, 2.4598, 0.3383], [0.0924, 2.1560, -1.2777], [-1.9150, -1.0628, 0.4528], [1.2069, -0.2831, 2.0704], [1.1282, -0.2119, -1.5447], [-3.0337, -1.1502, -0.9176], [0.6132, -2.1433, 0.5995], [-0.5299, -0.2350, 1.7062], [-1.6894, -0.8729, -3.2319]]
}

=====

(2)
{
  "formula": "C2H8N2O2",
  "method": "wB97M-V/def2-TZVPD",
  "smiles": "NC=O.NCO",
  "homo_energy_ev": -8.792,
  "multiplicity": 1,
  "gap_ev": 9.58,
  "elements": ["O", "O", "N", "N", "C", "C", "H", "H", "H", "H", "H", "H", "H", "H"],
  "positions_angstrom": [[1.2386, 0.2639, 1.3268], [-0.9573, -1.6118, -1.3590], [-3.1854, -0.9058, -0.9667], [3.0288, 1.6107, 1.6528], [-1.7345, -0.5438, -1.3960], [1.8426, 1.2603, 0.9418], [3.3202, 1.1275, 2.4202], [-0.2592, -1.3560, -0.6624], [-3.6841, -0.9796, -1.8376], [-3.3884, -1.5940, -0.3669], [-1.7081, -0.0254, -2.3952], [1.6901, 2.0229, 0.2556], [-1.5520, 0.1914, -0.5280], [3.7780, 2.1635, 1.2940]]
}

=====

Energy above the lowest of the compared OMol25 structures with the same formula, charge and spin, record by record: 111.26, 59.70 kcal/mol
Energy, record by record: -457.0338, -340.9353 Eh